63
Properties=species:S:1:pos:R:3:forces:R:3 method="wB97M-V/def2-TZVPD" homo_energy_ev=-8.447 smiles="CCOC(=O)N1CCN(C(=O)c2ccc3c(=O)n(CCC4=CCCCC4)c(=S)[nH]c3c2)CC1" total_energy_ha=-1850.8101 relative_energy_kcal_mol=13.3
C -5.929 -3.654 0.335 0.2 0.4 -0.1
C -4.718 -2.744 0.220 0.2 -0.5 0.2
O -5.147 -1.389 0.070 -0.2 0.1 -0.1
C -4.614 -0.478 0.896 -0.3 0.1 0.1
O -3.822 -0.726 1.777 0.3 -0.1 0.2
N -5.118 0.773 0.673 -0.2 -0.1 0.0
C -4.433 1.877 1.308 0.1 -0.1 0.2
C -3.233 2.322 0.425 0.1 0.1 0.3
N -3.332 1.673 -0.862 -0.1 0.2 -0.1
C -2.565 0.609 -1.228 0.1 0.2 -0.1
O -2.871 -0.139 -2.134 0.0 -0.3 -0.1
C -1.250 0.472 -0.521 0.4 -0.1 -0.1
C -0.977 -0.677 0.221 0.0 0.0 0.0
C 0.260 -0.837 0.807 0.0 0.1 -0.1
C 1.251 0.128 0.639 -0.3 0.2 -0.2
C 2.577 -0.058 1.235 -0.2 0.0 0.2
O 2.858 -0.974 1.976 -0.1 0.0 0.0
N 3.523 0.917 0.908 -0.2 0.2 0.0
C 4.906 0.618 1.236 0.6 -0.2 0.2
C 5.594 -0.046 0.029 -0.3 0.0 -0.1
C 4.784 -1.220 -0.451 0.3 0.1 0.1
C 3.838 -1.070 -1.371 0.0 0.0 -0.3
C 2.918 -2.160 -1.826 -0.1 -0.1 0.1
C 2.937 -3.338 -0.857 0.1 -0.1 -0.3
C 4.379 -3.690 -0.512 -0.1 0.0 0.2
C 5.015 -2.529 0.246 -0.1 -0.2 -0.1
C 3.254 2.028 0.165 -0.1 0.5 -0.2
S 4.371 3.184 -0.198 0.3 0.4 -0.2
N 1.980 2.194 -0.285 0.1 0.0 0.0
C 0.981 1.269 -0.126 -0.2 -0.6 0.3
C -0.276 1.443 -0.698 -0.1 -0.1 0.1
C -4.635 1.824 -1.477 0.0 0.0 -0.3
C -5.711 1.135 -0.596 -0.1 -0.1 -0.2
H -6.562 -3.549 -0.543 -0.1 -0.1 -0.1
H -5.600 -4.686 0.413 0.0 -0.1 0.0
H -6.511 -3.400 1.218 -0.1 0.0 0.1
H -4.087 -2.815 1.112 -0.1 0.0 -0.2
H -4.127 -2.991 -0.668 0.0 0.1 0.1
H -4.087 1.544 2.286 -0.1 0.1 -0.1
H -5.152 2.690 1.433 0.0 0.0 0.0
H -3.248 3.407 0.278 0.1 -0.1 0.1
H -2.293 2.041 0.897 -0.1 0.1 0.0
H -1.744 -1.423 0.347 -0.1 -0.1 0.0
H 0.490 -1.707 1.402 0.0 -0.1 0.1
H 5.415 1.546 1.501 -0.1 -0.2 0.0
H 4.893 -0.059 2.091 0.0 0.1 -0.1
H 5.690 0.696 -0.766 0.0 0.0 0.1
H 6.592 -0.358 0.335 0.1 0.0 0.0
H 3.707 -0.112 -1.863 0.1 0.2 0.0
H 1.903 -1.762 -1.921 0.0 0.0 -0.1
H 3.226 -2.492 -2.824 -0.1 0.0 0.0
H 2.424 -4.194 -1.298 -0.1 0.0 0.0
H 2.413 -3.062 0.060 -0.1 0.0 0.1
H 4.416 -4.595 0.096 0.1 0.0 0.0
H 4.936 -3.877 -1.433 0.0 -0.1 0.0
H 6.088 -2.697 0.367 0.0 0.0 0.0
H 4.575 -2.467 1.247 0.1 0.0 0.0
H 1.814 3.028 -0.834 0.2 -0.1 0.1
H -0.482 2.325 -1.288 0.0 0.1 -0.1
H -4.837 2.893 -1.578 0.0 0.0 0.0
H -4.591 1.366 -2.465 -0.1 0.1 0.1
H -6.084 0.231 -1.072 0.0 0.2 0.0
H -6.548 1.813 -0.407 0.0 -0.1 -0.1